1.
Here is a cluster of 3 separate species, C15H31NO10 in total in a non-equilibrium geometry from OMol25. Energies are from ωB97M-V/def2-TZVPD.

Output
SMILES: CCCOCOC(=O)ONCC.CCOC(=O)OC.CCOC(=O)OC
2S+1: 1
energy: -38020.6721 eV
HOMO energy: -10.174 eV

The geometry in XYZ format:
```
57
Properties=species:S:1:pos:R:3:forces:R:3:nbo_charge:R:1
C -0.88113 5.23854 -3.33048 -0.12 -0.82 0.54 -0.6003
C -0.87387 4.53484 -1.96999 0.54 -0.36 -0.46 -0.4142
C -0.75442 3.04929 -2.25101 0.10 0.67 0.68 -0.0622
O -0.78436 2.23243 -1.06686 -0.07 -0.01 -0.87 -0.5344
C -0.96563 0.91795 -1.50400 0.14 0.67 0.18 0.2337
O -0.11347 0.06274 -0.75194 0.90 0.83 -0.67 -0.5221
C -0.28294 -1.19701 -1.20741 1.33 1.17 -0.08 0.9715
O -1.13921 -1.83758 -0.79142 -3.75 -3.03 1.63 -0.5597
O 0.60253 -1.61355 -2.10716 1.18 1.19 -0.87 -0.3984
N 0.21887 -2.83056 -2.72613 0.05 -0.92 -0.22 -0.2954
C 1.36692 -3.74720 -2.69798 -0.17 0.43 -0.11 -0.2410
C 1.31247 -4.63996 -3.91793 0.11 0.30 0.11 -0.6243
H -0.63243 6.28292 -3.24859 -0.03 0.34 -0.15 0.2203
H -1.84810 5.07788 -3.79123 -0.27 0.34 -0.19 0.2042
H -0.17045 4.71333 -3.95566 0.40 0.25 -0.37 0.1986
H -1.76041 4.76848 -1.41161 -0.36 0.15 0.26 0.2054
H 0.00434 4.81578 -1.40539 0.13 0.31 0.36 0.2056
H 0.21421 2.89758 -2.72072 0.10 -0.23 -0.37 0.1733
H -1.55746 2.78553 -2.93653 -0.14 -0.33 -0.11 0.1647
H -0.67707 0.84536 -2.54980 0.06 -0.18 -0.29 0.1447
H -2.01852 0.65958 -1.39613 -0.09 -0.44 0.27 0.1649
H 0.08929 -2.60945 -3.70826 -0.08 0.57 0.04 0.3396
H 1.33041 -4.32165 -1.78732 0.05 -0.19 0.36 0.1978
H 2.28450 -3.16835 -2.73671 0.30 0.08 0.23 0.1884
H 0.29397 -4.91581 -4.15635 -0.23 -0.37 0.04 0.2149
H 1.72735 -4.12638 -4.77501 0.06 0.18 -0.31 0.2044
H 1.93167 -5.50440 -3.73766 -0.03 -0.45 -0.07 0.2281
C 5.29283 -5.25789 3.57883 -0.22 0.15 0.07 -0.6404
C 5.15985 -5.71057 2.13950 0.40 -0.02 0.21 -0.0689
O 3.80997 -5.60779 1.66484 -0.07 -0.03 -0.07 -0.4955
C 3.38252 -4.37201 1.39835 -0.01 -0.06 0.01 0.9815
O 4.02664 -3.35974 1.49837 -0.04 -0.06 -0.04 -0.6458
O 2.11175 -4.45404 0.99662 0.08 0.01 -0.02 -0.4982
C 1.48865 -3.18821 0.75446 -0.21 0.13 -0.01 -0.2714
H 4.60275 -5.81250 4.21648 0.08 -0.10 -0.01 0.2113
H 6.31059 -5.41858 3.93471 0.00 -0.05 -0.02 0.2167
H 5.05646 -4.20049 3.68464 0.07 0.02 -0.08 0.2288
H 5.41838 -6.76514 2.06190 -0.20 -0.04 -0.11 0.1896
H 5.83058 -5.15886 1.48018 -0.12 0.13 0.00 0.1913
H 2.06547 -2.59936 0.04412 0.11 0.03 0.11 0.1937
H 1.36715 -2.64395 1.68986 0.11 0.06 -0.03 0.1953
H 0.50710 -3.38938 0.33505 0.02 -0.20 0.06 0.2094
C -2.44307 2.23125 1.52415 -0.22 -0.10 0.27 -0.6459
C -2.32179 3.71737 1.26253 0.26 -0.45 0.20 -0.0576
O -3.54406 4.40750 1.58085 -0.04 0.17 -0.01 -0.5002
C -3.80068 4.57039 2.87745 0.04 -0.03 -0.12 0.9820
O -3.10318 4.21910 3.79384 -0.06 0.07 -0.02 -0.6465
O -4.97619 5.19952 2.98908 0.04 -0.02 0.01 -0.4977
C -5.42235 5.36785 4.33562 -0.13 0.08 0.15 -0.2558
H -3.29766 1.82048 0.98208 0.06 0.02 -0.11 0.2039
H -1.54271 1.70953 1.20997 0.03 0.05 -0.03 0.2310
H -2.60388 2.02727 2.58190 0.06 0.07 0.02 0.2244
H -2.14916 3.88317 0.21043 -0.22 0.11 -0.04 0.1898
H -1.48529 4.15924 1.80536 -0.12 0.01 0.16 0.1892
H -4.67089 5.87541 4.93666 0.06 -0.10 0.00 0.1959
H -5.66674 4.40129 4.77399 0.11 0.00 0.05 0.1887
H -6.32011 5.97879 4.29744 0.01 -0.01 -0.17 0.1934
```
Positions in Å, forces in eV/Å.

***

2.
Here is a structure of composition C26H47N7O5Tl from OMol25. Energies are from ωB97M-V/def2-TZVPD.

Output
2S+1: 1
charge: +1
energy: -53080.1591 eV
HOMO energy: -10.667 eV

The geometry in XYZ format:
```
86
Properties=species:S:1:pos:R:3:forces:R:3:mulliken_charge:R:1
Tl 0.21931 1.44700 0.60526 -0.01 0.13 -0.03 1.0086
C -0.92794 5.33357 0.87517 0.02 -0.10 0.11 -0.6257
C -0.91971 4.79182 2.28739 -0.03 0.04 -0.17 -0.5908
O -1.76174 3.66044 2.27595 -0.05 -0.01 0.05 -0.1182
C -1.78858 2.92234 3.47376 -0.05 -0.08 -0.14 -0.4088
C -2.64440 1.68834 3.24471 0.02 0.08 0.04 -0.7810
O -2.19528 0.92697 2.13475 0.08 0.10 -0.09 -0.1605
C -3.12277 0.80079 1.06270 -0.01 0.15 -0.10 -1.0574
C -3.31884 2.06588 0.24248 -0.09 -0.22 0.08 -0.4027
O -2.18761 2.27130 -0.59294 0.17 0.09 0.06 0.0994
C -2.19910 3.50424 -1.29613 0.07 0.18 0.05 -0.6916
C -0.83779 4.19671 -1.25089 -0.11 -0.16 0.13 -0.7062
O -0.30562 4.36591 0.04801 -0.01 -0.03 0.01 -0.2808
H -0.38294 6.28032 0.81609 -0.03 0.02 0.02 0.4281
H -1.96672 5.50039 0.57807 0.01 0.05 -0.04 0.2949
H -1.28348 5.54977 2.99082 0.02 0.00 0.02 0.3853
H 0.10215 4.50402 2.56886 0.00 0.02 0.03 0.2475
H -2.23375 3.51652 4.28168 0.08 -0.05 0.09 0.3956
H -0.76850 2.63730 3.76491 0.01 -0.01 -0.01 0.1099
H -3.68350 1.99764 3.10272 -0.02 -0.03 -0.01 0.4285
H -2.59123 1.05353 4.13311 -0.06 0.03 0.03 0.4247
H -4.09678 0.48073 1.44685 0.02 -0.04 0.00 0.5295
H -2.71884 0.01434 0.42217 -0.07 -0.04 0.01 0.1518
H -3.44792 2.92125 0.90901 -0.05 0.03 -0.06 0.3759
H -4.22160 1.95076 -0.36903 0.02 -0.03 -0.02 0.3834
H -2.97072 4.16476 -0.89025 -0.03 -0.06 0.04 0.5016
H -2.44318 3.31936 -2.34872 -0.05 0.06 0.00 0.4421
H -0.92144 5.15719 -1.77254 0.04 -0.04 -0.07 0.4549
H -0.10069 3.57785 -1.75649 0.04 0.00 -0.16 0.1022
N 1.99637 1.29923 3.23999 -0.08 -0.04 0.01 -0.3185
C 1.65734 -0.01011 3.63358 0.10 -0.05 0.05 0.8930
C 0.61486 -0.23982 4.52701 -0.06 0.02 -0.06 -0.4581
C 0.26463 -1.53487 4.87220 0.01 0.02 0.02 -0.7738
C 0.95663 -2.61644 4.34625 -0.03 -0.07 0.03 -0.7562
C 2.00588 -2.38797 3.46843 0.03 -0.01 -0.01 -0.5529
C 2.34954 -1.09692 3.10585 -0.02 0.04 -0.04 -0.4090
H 1.77892 1.99577 3.93731 0.05 0.03 0.03 0.2295
H 2.95909 1.37958 2.94926 0.04 0.08 0.05 0.2071
H 0.08485 0.59918 4.96422 0.00 0.01 -0.02 0.3284
H -0.53952 -1.69647 5.57839 -0.01 -0.01 -0.02 0.4134
H 0.69630 -3.62482 4.64105 0.01 0.00 0.00 0.5073
H 2.58399 -3.21716 3.08042 -0.03 -0.02 -0.02 0.4207
H 3.17453 -0.92825 2.42137 0.01 0.00 0.02 0.2856
C 0.92069 1.81968 -3.56373 0.03 -0.04 0.00 -0.8849
N 0.57360 0.78551 -2.57061 -0.01 -0.01 -0.06 0.8101
C 1.65379 -0.21957 -2.59675 -0.03 -0.01 -0.03 -0.3695
N 1.84118 -0.81091 -3.91963 0.06 -0.07 -0.04 0.1266
C 2.16239 0.26515 -4.86160 -0.05 0.00 0.04 -0.6708
N 1.10365 1.27503 -4.90461 -0.01 0.08 -0.05 0.0926
C -0.14958 0.62344 -5.29622 0.05 0.02 0.06 -0.7326
N -0.51847 -0.44952 -4.36803 -0.08 -0.04 -0.05 0.1442
C -0.65796 0.11983 -3.02879 0.04 0.00 -0.02 -0.5416
C 0.58023 -1.41631 -4.35209 0.01 0.05 0.04 -0.0965
H 1.84099 2.31381 -3.24254 -0.03 0.02 -0.01 0.1996
H 0.11164 2.55043 -3.61866 0.00 0.05 0.09 0.3485
H 1.40666 -1.00839 -1.88419 0.01 0.00 0.04 -0.3124
H 2.58250 0.26379 -2.29483 0.02 0.01 0.04 0.3288
H 2.28741 -0.16076 -5.85849 0.03 0.01 0.01 0.3431
H 3.09782 0.74040 -4.55962 -0.01 -0.01 0.00 0.3600
H -0.03690 0.20541 -6.29771 -0.02 0.01 0.00 0.3396
H -0.94533 1.37168 -5.31092 0.00 -0.02 -0.03 0.3462
H -0.89931 -0.67904 -2.32314 -0.04 0.02 0.01 0.1054
H -1.47374 0.84639 -3.03336 0.00 0.00 0.03 0.1096
H 0.71118 -1.81711 -5.35884 -0.01 -0.04 0.02 0.3515
H 0.32288 -2.23724 -3.68032 0.00 0.00 0.03 -0.3978
O 3.04986 1.58185 -0.21981 -0.06 0.03 -0.04 -0.5063
H 3.35562 0.76463 0.18944 0.15 0.10 0.00 0.2701
H 3.57272 2.30182 0.15062 0.08 -0.13 0.01 0.2455
N 0.03505 -1.30879 0.34807 -0.06 -0.28 -0.10 -0.3988
C -0.05774 -2.46129 0.23894 0.02 0.21 0.07 0.2827
N -0.17178 -3.75710 0.10501 -0.08 -0.08 -0.01 0.0339
C -0.01644 -4.40872 -1.19580 0.18 -0.08 -0.15 0.1004
C 1.19624 -5.33359 -1.18516 -0.14 -0.07 0.09 -0.5714
C 1.10192 -6.32347 -0.02192 0.11 0.16 0.04 -0.8730
C 0.94224 -5.58069 1.30648 -0.13 -0.02 -0.12 -0.3168
C -0.26709 -4.65161 1.26000 0.14 -0.08 0.17 -0.8340
H 0.07998 -3.64299 -1.96220 -0.06 0.04 0.00 -0.3867
H -0.92379 -4.98617 -1.39909 -0.02 0.04 0.00 0.3293
H 2.10605 -4.73466 -1.08946 0.00 0.01 -0.03 0.2776
H 1.24413 -5.86501 -2.13675 0.03 0.02 -0.01 0.3982
H 1.99736 -6.94467 0.00825 -0.04 -0.06 -0.01 0.3667
H 0.24537 -6.98687 -0.17459 0.01 -0.03 -0.01 0.3532
H 1.84108 -4.99039 1.50296 0.00 0.01 0.04 0.1347
H 0.81575 -6.28684 2.12868 0.03 0.01 0.02 0.3707
H -0.34315 -4.04680 2.16166 -0.03 0.02 -0.01 0.4024
H -1.18291 -5.24233 1.15654 -0.02 0.05 0.01 0.3649
```
Positions in Å, forces in eV/Å.

***

> Among the records above, which one has the lowest HOMO energy?

C26H47N7O5Tl